A 2-piece molecular cluster, C7H16FN2 overall at a distorted geometry. Source: the Open Molecules 2025 dataset; level of theory: the ωB97M-V functional and the def2-TZVPD basis.

ORCA input file:
```
! wB97M-V def2-TZVPD RIJCOSX def2/J DEFGRID3
* xyz 1 1
C -0.3223 0.2976 1.0232
C -1.0707 0.9785 0.0370
C 3.0444 -0.0488 0.8916
C -4.4241 0.0289 0.4813
C 0.0333 -0.7756 -1.1967
C 2.7373 0.3612 -0.5253
C 1.4570 1.1867 -0.5918
N -3.3765 -0.4189 -0.3153
N 0.1548 0.4434 -0.3900
F -1.2118 2.2905 -0.1478
H 0.4149 0.7753 1.7444
H -0.6568 -0.6149 1.3898
H 2.2269 -0.7615 1.2648
H 3.8769 -0.7659 0.8368
H 3.5549 0.5430 1.7114
H -4.4033 -0.3441 1.5447
H -4.8583 1.0066 0.3154
H -5.3515 -0.4624 -0.0036
H -0.9483 -0.7066 -1.6824
H 0.7098 -0.5856 -2.0667
H 0.2176 -1.6523 -0.5118
H 2.9806 -0.5818 -1.2732
H 3.5324 1.1922 -0.8172
H 1.5466 1.9854 0.0881
H 1.2709 1.6444 -1.6602
H -3.3298 0.0700 -1.1996
*
```

The HOMO-LUMO gap (alpha / beta) comes out at 6.66 / 6.67 eV. The HOMO energy (alpha / beta) comes out at -12.47 / -12.48 eV.

The Löwdin scheme yields these atomic charges, measured in e:
1 C 0.011
2 C -0.236
3 C -0.147
4 C -0.197
5 C 0.024
6 C -0.253
7 C -0.129
8 N 0.108
9 N -0.200
10 F 0.107
11 H 0.163
12 H 0.109
13 H 0.091
14 H 0.072
15 H 0.109
16 H 0.109
17 H 0.086
18 H 0.154
19 H 0.094
20 H 0.114
21 H 0.139
22 H 0.174
23 H 0.158
24 H 0.116
25 H 0.178
26 H 0.045


A 5-piece molecular cluster, C26H50BCl12FO7PS overall. Source: the Open Molecules 2025 dataset; level of theory: the ωB97M-V functional and the def2-TZVPD basis.

ORCA input file:
```
! wB97M-V def2-TZVPD RIJCOSX def2/J DEFGRID3
* xyz -1 1
C -1.6192 5.8571 0.0941
C -1.6926 4.3255 0.1518
C -2.7371 3.7107 -0.7730
C -2.7529 2.1809 -0.7263
C -3.8656 1.6488 -1.6399
B -1.3022 1.4707 -0.9900
P -0.3386 2.4174 -2.5466
C 1.4413 2.7004 -2.0340
C 2.5057 1.7075 -2.5178
C -0.1382 1.0186 -3.7491
C -1.3990 0.8845 -4.6023
O -1.4360 0.0067 -1.4111
C -1.3282 -0.7277 -0.2961
F -2.5920 -0.7471 0.3742
C -0.9887 -2.1865 -0.5780
O -2.0973 -2.9219 -1.0657
C -2.6508 -3.8104 -0.1195
C -1.8348 -5.1074 0.0279
O -2.6332 -6.2808 -0.0576
C -2.6348 -6.8974 -1.3333
C -3.3489 -6.0888 -2.4024
C -0.3122 0.0189 0.6244
C 1.1174 -0.3333 0.1631
C 2.2013 0.5937 0.7399
C -0.5898 -0.2165 2.1404
C 0.5014 -0.6506 3.1294
C 1.0566 -2.0678 2.9208
C 1.3109 -2.8417 4.2213
S 2.9913 -2.8863 4.7332
O 3.1499 -3.7607 5.8609
O 3.5442 -1.5699 4.7986
O 3.5929 -3.6420 3.4526
O -0.5617 1.3683 0.3195
H -2.0856 6.2347 -0.8200
H -2.1161 6.3191 0.9498
H -0.5829 6.1994 0.0809
H -1.9126 4.0032 1.1762
H -0.7163 3.8939 -0.0871
H -2.5541 4.0541 -1.7964
H -3.7271 4.0993 -0.4840
H -3.0191 1.9242 0.3103
H -3.8689 2.1954 -2.5910
H -3.7403 0.5886 -1.8608
H -4.8585 1.7863 -1.1961
H 1.7034 3.6841 -2.4288
H 1.4552 2.7848 -0.9416
H 2.8145 1.9424 -3.5389
H 3.4068 1.7351 -1.8989
H 2.1409 0.6794 -2.5337
H 0.7262 1.2030 -4.3943
H 0.0391 0.0752 -3.2245
H -1.6211 1.8278 -5.1059
H -1.3068 0.0963 -5.3551
H -2.2570 0.6416 -3.9705
H -0.2051 -2.1995 -1.3365
H -0.5905 -2.6433 0.3361
H -2.7597 -3.2981 0.8437
H -3.6509 -4.0737 -0.4663
H -1.0654 -5.1022 -0.7558
H -1.3262 -5.1611 0.9952
H -1.5986 -7.1056 -1.6394
H -3.1342 -7.8583 -1.1918
H -4.3848 -5.9051 -2.1120
H -2.8697 -5.1268 -2.5802
H -3.3463 -6.6418 -3.3455
H 1.1047 -0.2386 -0.9254
H 1.3500 -1.3788 0.3734
H 2.9878 0.0435 1.2635
H 2.6772 1.1688 -0.0489
H 1.7744 1.3121 1.4352
H -1.4018 -0.9425 2.2292
H -1.0024 0.7317 2.4873
H 0.0410 -0.6064 4.1222
H 1.3263 0.0568 3.1616
H 1.9867 -2.0264 2.3544
H 0.3592 -2.6540 2.3184
H 1.0066 -3.8846 4.1612
H 0.8119 -2.3786 5.0751
H 4.5173 -3.8757 3.6524
C -0.2107 -3.2494 -4.7824
Cl -1.3444 -3.0845 -3.4490
Cl -0.9156 -2.6052 -6.2672
Cl 1.3278 -2.4683 -4.4161
H -0.0124 -4.3009 -4.9423
C 2.3881 8.0858 -0.8540
Cl 2.3588 8.8745 -2.4354
Cl 1.0189 8.6073 0.1295
Cl 2.4050 6.3367 -1.0177
H 3.2948 8.3954 -0.3516
C 8.1058 -4.9690 3.7779
Cl 6.6990 -4.3176 4.6284
Cl 7.8893 -4.8739 2.0341
Cl 9.5744 -4.1440 4.2889
H 8.1942 -6.0124 4.0501
C -1.0967 7.2283 4.4618
Cl -2.3433 6.0231 4.1578
Cl -0.2881 7.6905 2.9715
Cl -1.7710 8.6425 5.2881
H -0.3603 6.7885 5.1213
*
```

The HOMO-LUMO gap comes out at 5.54 eV. The HOMO energy comes out at -3.81 eV.

The Löwdin scheme yields these atomic charges, measured in e:
1 C -0.123
2 C -0.254
3 C -0.254
4 C -0.311
5 C -0.087
6 B -0.789
7 P 1.068
8 C -0.444
9 C -0.185
10 C -0.479
11 C -0.179
12 O 0.024
13 C -0.436
14 F 0.028
15 C -0.137
16 O -0.271
17 C -0.173
18 C -0.179
19 O -0.157
20 C -0.276
21 C -0.079
22 C -0.374
23 C -0.129
24 C -0.061
25 C -0.071
26 C -0.178
27 C -0.205
28 C -0.229
29 S 0.567
30 O -0.301
31 O -0.271
32 O -0.182
33 O -0.003
34 H 0.071
35 H 0.030
36 H 0.005
37 H 0.106
38 H 0.082
39 H 0.080
40 H 0.113
41 H 0.126
42 H 0.071
43 H 0.063
44 H 0.067
45 H 0.020
46 H 0.047
47 H 0.063
48 H 0.055
49 H 0.043
50 H 0.062
51 H 0.032
52 H 0.055
53 H 0.020
54 H 0.056
55 H 0.095
56 H 0.119
57 H 0.124
58 H 0.126
59 H 0.125
60 H 0.119
61 H 0.115
62 H 0.114
63 H 0.082
64 H 0.020
65 H 0.077
66 H 0.103
67 H 0.097
68 H 0.072
69 H 0.035
70 H 0.079
71 H 0.113
72 H 0.128
73 H 0.108
74 H 0.100
75 H 0.094
76 H 0.102
77 H 0.108
78 H 0.109
79 H 0.002
80 C -1.509
81 Cl 0.723
82 Cl 0.528
83 Cl 0.542
84 H 0.006
85 C -1.547
86 Cl 0.516
87 Cl 0.514
88 Cl 0.559
89 H 0.008
90 C -1.544
91 Cl 0.589
92 Cl 0.541
93 Cl 0.534
94 H 0.011
95 C -1.550
96 Cl 0.542
97 Cl 0.523
98 Cl 0.505
99 H 0.009


A 2-piece molecular cluster, C2H6N2O2 overall at a distorted geometry. Source: the Open Molecules 2025 dataset; level of theory: the ωB97M-V functional and the def2-TZVPD basis.

ORCA input file:
```
! wB97M-V def2-TZVPD RIJCOSX def2/J DEFGRID3
* xyz 0 1
N -0.7569 0.9812 0.0824
C -1.4106 -0.1998 -0.0975
O -2.4112 -0.3237 -0.7295
O -0.8015 -1.2410 0.5403
H -0.9231 1.7329 -0.5457
H 0.1825 1.0345 0.4614
H -0.5417 -0.9761 1.4238
C 2.6719 -0.2071 -0.2490
N 2.3904 0.8645 0.3673
H 2.1391 -1.1093 0.0360
H 3.4173 -0.2593 -1.0390
H 2.9469 1.6217 -0.0317
*
```

Its SMILES is NC(=O)O.C=N. The HOMO-LUMO gap comes out at 11.04 eV. The HOMO energy comes out at -10.34 eV.

The Löwdin scheme yields these atomic charges, measured in e:
1 N 0.164
2 C -0.672
3 O 0.105
4 O 0.077
5 H 0.099
6 H 0.050
7 H 0.105
8 C -0.109
9 N 0.009
10 H 0.058
11 H 0.068
12 H 0.046


C4H6N2O as an isolated structure. Source: the Open Molecules 2025 dataset; level of theory: the ωB97M-V functional and the def2-TZVPD basis.

ORCA input file:
```
! wB97M-V def2-TZVPD RIJCOSX def2/J DEFGRID3
* xyz 0 1
C 0.5752 1.2870 1.2655
C 0.4424 0.3944 0.0847
C -0.6011 0.4206 -0.9244
C -0.8134 -0.9216 -0.7262
O -1.8052 -1.6952 -1.1300
N 0.1399 -1.4868 0.1156
N 1.3674 -0.6229 -0.0862
H 1.3801 0.9494 1.9200
H -0.3607 1.4126 1.8147
H 0.8468 2.2705 0.8544
H -1.2501 1.2181 -1.2462
H -1.5594 -2.6018 -0.8687
H 1.5856 -0.7160 -1.0823
*
```

The HOMO-LUMO gap comes out at 8.08 eV. The HOMO energy comes out at -7.75 eV.

The Löwdin scheme yields these atomic charges, measured in e:
1 C -0.001
2 C -0.328
3 C 0.005
4 C -0.480
5 O 0.120
6 N 0.056
7 N 0.018
8 H 0.086
9 H 0.094
10 H 0.101
11 H 0.095
12 H 0.127
13 H 0.109


One molecule with the formula C2H2N4 at a distorted geometry. Source: the Open Molecules 2025 dataset; level of theory: the ωB97M-V functional and the def2-TZVPD basis.

ORCA input file:
```
! wB97M-V def2-TZVPD RIJCOSX def2/J DEFGRID3
* xyz 0 1
C 0.0731 0.6118 1.0203
N -0.8957 -0.2138 0.5487
C -0.6539 -0.7322 -0.6257
N 0.4692 -0.4911 -1.3730
N 1.3586 0.3030 -0.8803
N 1.1881 0.8956 0.3712
H -0.1511 1.0396 2.0134
H -1.3883 -1.4128 -1.0747
*
```

Its SMILES is c1ncnnn1. The HOMO-LUMO gap comes out at 9.54 eV. The HOMO energy comes out at -10.18 eV.

The Löwdin scheme yields these atomic charges, measured in e:
1 C -0.195
2 N 0.088
3 C -0.184
4 N 0.024
5 N -0.007
6 N 0.047
7 H 0.115
8 H 0.112


One molecule with the formula C3H4ClF at a distorted geometry. Source: the Open Molecules 2025 dataset; level of theory: the ωB97M-V functional and the def2-TZVPD basis.

ORCA input file:
```
! wB97M-V def2-TZVPD RIJCOSX def2/J DEFGRID3
* xyz 0 1
C 0.1822 -1.3784 -0.0688
C 0.3667 -0.0775 0.2565
Cl 1.9252 0.2847 1.0154
C -0.5888 1.0102 -0.1658
F 0.1048 2.0037 -0.7065
H -0.7067 -1.7327 -0.5100
H 0.9412 -1.9815 0.3349
H -1.0384 1.5166 0.7049
H -1.1863 0.3549 -0.8607
*
```

Its SMILES is C=C(Cl)CF. The HOMO-LUMO gap comes out at 10.74 eV. The HOMO energy comes out at -9.83 eV.

The Löwdin scheme yields these atomic charges, measured in e:
1 C -0.011
2 C -0.671
3 Cl 0.625
4 C -0.272
5 F -0.020
6 H 0.053
7 H 0.032
8 H 0.133
9 H 0.131


Number 1: DFT total energy -485.1561 Eh. Number 2: DFT total energy -7934.0014 Eh. Number 3: DFT total energy -339.7958 Eh. Number 4: DFT total energy -340.6106 Eh. Number 5: DFT total energy -296.3591 Eh. Number 6: DFT total energy -676.7148 Eh.